Below is 6 unconnected molecules or ions with the total composition C26H50BN5O6SSi, with properties calculated with ωB97M-V/def2-TZVPD.

```
90
Properties=species:S:1:pos:R:3
C 1.20915 4.37828 2.29882
C 0.16634 5.41807 1.90900
O -1.06564 4.76629 1.58422
B -1.73332 4.95465 0.44014
O -1.25443 5.64779 -0.65893
Si -3.54282 4.04527 0.23426
C -3.50282 2.15198 0.11160
C -2.12258 1.51522 0.10076
O -1.38873 1.74764 1.31989
C -1.74415 1.02619 2.36809
O -2.69419 0.28929 2.42256
S -4.86543 4.64544 1.92251
C -6.04399 3.34070 2.24463
O -5.61218 5.82066 1.53054
O -4.00967 4.72879 3.08861
H 1.75349 4.64212 3.20064
H 0.69959 3.43086 2.48244
H 1.91815 4.20524 1.49104
H -0.02905 6.10404 2.73252
H 0.53014 6.00816 1.06690
H -1.12672 6.59310 -0.54023
H -4.21296 4.58157 -0.97592
H -4.11166 1.69301 0.89140
H -3.98269 1.88219 -0.83384
H -2.22095 0.43983 -0.05579
H -1.50284 1.91015 -0.70180
H -1.05294 1.18444 3.20338
H -5.71154 2.83108 3.14550
H -6.10654 2.64705 1.40878
H -7.00971 3.81406 2.40726
C 2.84389 -0.40917 5.27453
C 1.89661 -0.08656 4.12582
C 2.61383 0.53718 2.92206
C 3.25291 1.80142 3.28287
N 3.69510 2.82292 3.56280
H 3.31865 0.49230 5.66465
H 2.30255 -0.87963 6.09484
H 3.62742 -1.09725 4.95235
H 1.11632 0.59201 4.47858
H 1.40342 -1.00241 3.79552
H 1.90855 0.73389 2.11246
H 3.37686 -0.14695 2.54514
C 5.85372 -1.51119 0.42714
C 5.70754 -2.86434 -0.25898
C 4.28406 -3.42578 -0.16582
C 3.86787 -3.61910 1.22273
N 3.55814 -3.77889 2.31681
H 5.63045 -1.58805 1.49320
H 6.87281 -1.13886 0.33161
H 5.18081 -0.76968 -0.00971
H 6.39695 -3.58018 0.19064
H 5.98119 -2.78638 -1.31046
H 4.23861 -4.39275 -0.66339
H 3.57168 -2.75229 -0.64762
C -3.62569 2.53978 -5.22092
C -3.67806 3.65075 -4.18036
C -2.31744 4.31783 -3.94785
C -1.32469 3.36301 -3.45903
N -0.57926 2.60006 -3.03348
H -2.96429 1.73227 -4.90390
H -4.61581 2.11338 -5.37886
H -3.26509 2.91694 -6.17992
H -4.04620 3.25398 -3.23188
H -4.38238 4.42293 -4.49374
H -2.39528 5.11409 -3.20522
H -1.94199 4.75843 -4.87356
C -2.80687 -5.09058 0.43930
C -2.26515 -3.87693 1.18379
C -3.25008 -2.70229 1.21322
C -3.56615 -2.21940 -0.13016
N -3.81351 -1.82599 -1.18057
H -3.00211 -4.85600 -0.60817
H -2.09254 -5.91331 0.46854
H -3.73929 -5.44057 0.88623
H -1.33117 -3.54762 0.72381
H -2.03378 -4.14791 2.21513
H -2.83548 -1.85863 1.76346
H -4.18195 -2.99620 1.69969
C 4.13365 -6.22166 -5.41144
C 3.49760 -6.78637 -4.14809
C 3.61594 -5.83834 -2.94865
C 5.01369 -5.56739 -2.60872
N 6.11903 -5.37613 -2.36431
H 5.20461 -6.06375 -5.27824
H 4.00069 -6.90762 -6.24723
H 3.68182 -5.26668 -5.68632
H 3.95911 -7.74184 -3.89357
H 2.43770 -6.98005 -4.31978
H 3.13199 -6.26634 -2.06905
H 3.12909 -4.88531 -3.16691
```

Properties
SMILES	CCOB(O)[Si@@H](CCOC=O)S(C)(=O)=O.CCCC#N.CCCC#N.CCCC#N.CCCC#N.CCCC#N
lowest unoccupied orbital energy	0.145	eV
gap between HOMO and LUMO	9.71	eV
spin multiplicity	1

Below is a molecular structure, C26H50DyOP2Si in a non-equilibrium geometry, with properties calculated with ωB97M-V/def2-TZVPD.

```
81
Properties=species:S:1:pos:R:3
Dy 0.10221 0.66777 -2.15457
C -0.94976 -1.64479 0.65630
C 0.34801 -1.87460 0.10580
C 0.57077 -0.40850 1.86042
C -0.80576 -0.73969 1.73705
C 1.28454 -1.10240 0.85068
C -2.21483 -2.30728 0.26729
H -2.21211 -2.60812 -0.79024
H -3.06850 -1.62940 0.43436
H -2.38863 -3.21975 0.87042
C -1.88135 -0.27379 2.62665
H -2.81951 -0.79120 2.41360
H -2.05293 0.80121 2.51684
H -1.62993 -0.45301 3.68000
C 1.15907 0.45103 2.90657
H 0.79220 0.15701 3.90364
H 0.90020 1.50936 2.75530
H 2.25322 0.37051 2.91262
C 2.75714 -1.10920 0.68527
H 3.21724 -1.92581 1.27145
H 3.18886 -0.16223 1.04128
H 3.04738 -1.24557 -0.36818
C 0.70372 -2.91166 -0.89194
H 1.02359 -3.85149 -0.40630
H 1.53490 -2.59680 -1.53682
H -0.13960 -3.16576 -1.54360
C -1.67175 1.92587 -4.91600
C -2.24898 0.60444 -5.47272
C -1.36639 -0.36786 -6.23377
C 0.15705 -0.32739 -6.00650
C 0.60615 0.00404 -4.55625
C 1.62794 1.15218 -4.56187
C 1.02754 2.46752 -5.06464
C -0.42422 2.50478 -5.63914
H -1.58657 -0.14452 -7.28694
H 0.59485 0.41091 -6.69213
H -1.72482 -1.39858 -6.08308
H -0.41858 2.21237 -6.70392
H -2.46509 2.69299 -4.95265
H -3.24276 0.68901 -5.96995
H -0.66691 3.57564 -5.67443
H 1.10427 3.26476 -4.31431
H 2.40715 0.81293 -5.26371
H 1.64998 2.84302 -5.89749
H 0.55295 -1.33413 -6.21492
H 0.82620 -0.89708 -3.92935
P -2.68470 -0.03733 -3.83211
C -4.14645 0.52985 -3.09705
C -2.17398 -1.72794 -3.56268
P 2.64806 1.25804 -2.98785
C -1.55525 1.35577 -3.52870
C 3.95855 0.03388 -3.19637
C 3.36994 2.89639 -2.82637
H -3.85551 1.04208 -2.17012
H -4.78214 -0.32786 -2.86840
H -4.64103 1.23737 -3.77971
H -1.24748 -2.08415 -4.05350
H -2.96209 -2.40237 -3.94639
H -2.05898 -1.96493 -2.49582
H 3.18394 3.56427 -3.68222
H 4.45166 2.76868 -2.67874
H 2.94765 3.34790 -1.91017
H -1.51593 2.00025 -2.61912
H -0.39315 0.32845 -4.12445
H 4.58402 0.14366 -2.29866
H 4.54160 0.21009 -4.11257
H 3.51724 -0.97766 -3.20402
C -2.30361 4.31277 -0.32080
Si -0.76966 3.37626 0.26996
C 0.67750 4.58069 0.44228
C -1.24110 3.11563 2.08581
O -0.39563 2.10818 -0.69783
H -2.36518 5.27037 0.22110
H -3.21949 3.74807 -0.09489
H -2.27901 4.52681 -1.39559
H 0.35442 5.45124 1.03550
H 1.51973 4.11392 0.97158
H 1.02842 4.93919 -0.53353
H -2.21296 2.62065 2.19342
H -0.50009 2.57757 2.68249
H -1.34817 4.11476 2.53999
```

Properties
lowest unoccupied orbital energy (spin up / spin down)	-3.524 / -2.323	eV
gap between HOMO and LUMO (spin up / spin down)	5.51 / 7.22	eV
spin multiplicity	6
net charge	+1

Below is a molecular structure, C26H50P2SiV in a non-equilibrium geometry, with properties calculated with ωB97M-V/def2-TZVPD.

```
80
Properties=species:S:1:pos:R:3
V -0.17135 0.67929 0.73055
C -1.11944 2.71095 1.18562
C -2.15145 1.69337 1.12622
C -0.82199 1.28566 3.00269
C -0.27758 2.43113 2.31169
C -1.96604 0.84310 2.28689
C -0.98593 3.98523 0.41231
H -1.78600 4.10956 -0.32096
H -0.00765 4.03110 -0.08806
H -1.04082 4.82236 1.11494
C 0.80761 3.34203 2.81737
H 1.46282 3.65908 1.99188
H 1.41447 2.82521 3.57740
H 0.38944 4.25650 3.27849
C -0.44171 0.80208 4.37721
H -1.18095 1.11289 5.14143
H 0.53203 1.20106 4.68586
H -0.39397 -0.29937 4.40326
C -2.95059 -0.09596 2.88959
H -3.27714 0.29239 3.86475
H -2.49250 -1.07833 3.07417
H -3.84026 -0.19895 2.25915
C -3.37831 1.67850 0.25489
H -4.28339 1.86403 0.85843
H -3.51856 0.70401 -0.24431
H -3.33682 2.47014 -0.50584
C 1.37099 -0.99403 -2.80577
C 0.58068 -0.04216 -3.36304
C -0.55641 -0.35035 -4.28255
C -1.50151 -1.50873 -3.90798
C -1.51283 -1.84050 -2.46541
C -0.77224 -2.82125 -1.88470
C 0.51750 -3.35026 -2.38757
C 1.38444 -2.42648 -3.24686
H -0.18359 -0.52361 -5.31256
H -1.30127 -2.42124 -4.49512
H -1.16615 0.56470 -4.35538
H 1.08106 -2.48726 -4.29906
H 2.24215 -0.72515 -2.20845
H 1.03969 0.88738 -3.70082
H 2.42276 -2.79666 -3.20461
H 1.12992 -3.69493 -1.54747
H -1.29010 -3.53471 -1.25262
H 0.30330 -4.26741 -2.96382
H -2.52166 -1.17830 -4.18124
H -2.36858 -1.40529 -1.94813
P 0.95933 1.24538 -1.17351
C 2.48905 1.91626 -1.86456
C -0.45191 2.09895 -1.94711
P -0.73114 -1.76488 1.01823
C -0.18100 -0.89926 -0.46638
C -2.46267 -2.31544 0.72539
C 0.28286 -3.30040 1.02548
H 3.33239 1.66759 -1.21636
H 2.38629 3.00484 -1.92707
H 2.64164 1.47964 -2.85422
H -0.90295 1.44108 -2.69374
H -0.06851 3.01452 -2.40838
H -1.26347 2.36821 -1.26464
H 0.63198 -3.53926 0.02095
H -0.31926 -4.15135 1.38619
H 1.14733 -3.20240 1.69332
H 0.73562 -1.36045 -0.83815
H -0.85902 -0.44795 -1.22882
H -2.93750 -2.38721 1.71443
H -2.56688 -3.30512 0.25296
H -3.01926 -1.56323 0.15267
C 2.00444 -0.99311 3.03343
Si 2.14362 -0.13977 1.31793
C 3.18802 1.42005 1.53570
C 3.18798 -1.35955 0.25691
H 2.05203 -0.24516 3.83691
H 2.86274 -1.67632 3.14020
H 1.08444 -1.57435 3.17748
H 4.22326 1.17073 1.26569
H 3.16831 1.76827 2.57468
H 2.86240 2.24851 0.90212
H 4.14814 -1.51396 0.78080
H 2.72763 -2.34942 0.13900
H 3.42200 -0.96631 -0.74000
```

Properties
lowest unoccupied orbital energy (spin up / spin down)	-7.948 / -8.075	eV
gap between HOMO and LUMO (spin up / spin down)	5.73 / 5.35	eV
spin multiplicity	2
net charge	+2

Q: The highest spin multiplicity belongs to which entry?
A: C26H50DyOP2Si

Q: What is the spin multiplicity in the second record?
A: 6

Q: The highest spin multiplicity belongs to which entry?
A: C26H50DyOP2Si